[1]
Density functional theory data (ωB97M-V/def2-TZVPD) for a molecular structure, C46H62NO2TeTi in a non-equilibrium geometry.

XYZ file:
```
113
Properties=species:S:1:pos:R:3:lowdin_charge:R:1
Ti -0.0105 -0.0967 0.2575 0.928
C 2.7549 -2.4627 1.1150 -0.051
C 2.7307 -1.6183 2.3912 -0.357
C 4.0693 -0.9163 2.6108 -0.047
C 1.5609 -0.6558 2.3916 -0.213
C 1.6659 0.6598 1.9267 -0.059
C 0.5799 1.5433 1.9693 -0.064
C -0.6419 1.1517 2.5386 -0.278
C -1.7873 2.1146 2.6165 -0.006
C -0.7493 -0.1653 3.0000 -0.022
C 0.3134 -1.0563 2.8938 -0.007
H 3.6181 -3.1286 1.1268 0.095
H 2.8272 -1.8272 0.2297 0.061
H 1.8612 -3.0860 1.0288 0.043
H 2.5632 -2.2945 3.2351 0.143
H 4.3939 -0.3804 1.7184 0.065
H 4.8349 -1.6570 2.8374 0.091
H 4.0312 -0.2095 3.4399 0.093
H 2.5964 0.9987 1.4907 0.122
H 0.6973 2.5541 1.5952 0.144
H -2.5890 1.7300 3.2412 0.084
H -2.1984 2.3006 1.6217 0.092
H -1.4560 3.0709 3.0218 0.099
H -1.6857 -0.5007 3.4261 0.130
H 0.1989 -2.0735 3.2508 0.139
C -5.8574 3.6813 -2.7882 -0.035
C -4.9287 2.6754 -3.4835 -0.554
C -4.0595 3.4336 -4.4870 -0.064
C -5.7695 1.6470 -4.2521 -0.037
C -4.0926 1.9602 -2.4287 -0.144
C -2.7318 2.0357 -2.3904 0.060
C -2.0081 1.3480 -1.3762 -0.175
N -0.6962 1.2985 -1.1856 0.065
C 0.3480 1.8106 -1.9591 -0.161
C 0.3112 2.9162 -2.7974 0.036
C 1.4264 3.2490 -3.5590 -0.151
C 2.5653 2.4594 -3.4390 0.046
C 2.6762 1.3704 -2.5674 -0.075
C 1.5405 1.0668 -1.8106 -0.230
O 1.5030 0.0369 -0.9251 -0.259
C 3.9867 0.5974 -2.4176 -0.524
C 4.5268 0.7889 -0.9948 -0.033
C 3.7600 -0.8952 -2.6828 -0.039
C 5.0645 1.0809 -3.3922 -0.059
C 1.3552 4.4644 -4.4835 -0.554
C 0.2128 4.2694 -5.4902 -0.039
C 1.0860 5.7220 -3.6455 -0.041
C 2.6510 4.6759 -5.2649 -0.062
C -2.7315 0.5132 -0.4438 -0.262
O -1.9931 -0.1785 0.3972 -0.235
C -4.1472 0.4398 -0.4698 -0.077
C -4.7719 1.1797 -1.4494 0.053
C -4.9248 -0.4460 0.5014 -0.525
C -4.6231 -0.0404 1.9482 -0.034
C -4.5336 -1.9143 0.2908 -0.033
C -6.4364 -0.3314 0.2939 -0.056
H -6.4730 4.1894 -3.5318 0.091
H -5.2851 4.4356 -2.2467 0.093
H -6.5295 3.1940 -2.0820 0.080
H -4.6957 3.9156 -5.2295 0.091
H -3.3774 2.7690 -5.0204 0.090
H -3.4721 4.2168 -4.0036 0.086
H -6.3378 2.1488 -5.0365 0.090
H -6.4849 1.1367 -3.6069 0.079
H -5.1381 0.8916 -4.7225 0.093
H -2.1948 2.5855 -3.1414 0.081
H -0.5673 3.5399 -2.8354 0.102
H 3.4243 2.7199 -4.0329 0.087
H 3.7895 0.4703 -0.2607 0.040
H 4.7795 1.8346 -0.8115 0.099
H 5.4311 0.1931 -0.8528 0.094
H 3.0701 -1.3278 -1.9614 0.045
H 4.7102 -1.4279 -2.6117 0.092
H 3.3595 -1.0562 -3.6857 0.096
H 5.3222 2.1291 -3.2360 0.089
H 4.7620 0.9498 -4.4320 0.093
H 5.9720 0.4958 -3.2382 0.090
H -0.7536 4.1859 -4.9904 0.065
H 0.3631 3.3670 -6.0845 0.094
H 0.1581 5.1212 -6.1697 0.089
H 0.1473 5.6475 -3.0954 0.076
H 1.0214 6.5984 -4.2923 0.089
H 1.8864 5.8900 -2.9235 0.092
H 2.8867 3.8229 -5.9032 0.091
H 3.4994 4.8538 -4.6020 0.089
H 2.5492 5.5499 -5.9086 0.089
H -5.8480 1.1530 -1.5102 0.096
H -3.5638 -0.1470 2.1673 0.048
H -5.1817 -0.6814 2.6329 0.094
H -4.9206 0.9927 2.1369 0.097
H -3.4695 -2.0747 0.4659 0.063
H -4.7787 -2.2385 -0.7220 0.086
H -5.0909 -2.5458 0.9849 0.094
H -6.7960 0.6867 0.4504 0.093
H -6.9444 -0.9723 1.0153 0.092
H -6.7405 -0.6577 -0.7017 0.090
C 0.6926 -2.9327 -2.6909 -0.386
Te -0.4950 -2.8633 -0.9182 1.415
C -2.0997 -2.5333 -2.2926 -0.378
C -1.6218 -3.1295 -3.5914 -0.288
C -2.5188 -3.4673 -4.5991 -0.033
C -2.0625 -4.0125 -5.7870 -0.071
C -0.7039 -4.2242 -5.9727 -0.071
C 0.1915 -3.8874 -4.9731 -0.032
C -0.2622 -3.3375 -3.7795 -0.292
H 1.5154 -3.6322 -2.5611 0.070
H 1.1010 -1.9366 -2.8604 0.046
H -2.2947 -1.4618 -2.3774 0.066
H -2.9942 -3.0234 -1.9172 0.048
H -3.5791 -3.3091 -4.4459 0.117
H -2.7651 -4.2830 -6.5631 0.108
H -0.3439 -4.6608 -6.8944 0.108
H 1.2518 -4.0556 -5.1168 0.118
```

Summary:
calculated total energy = -3112.69456 Eh
charge = +1
HOMO-LUMO gap (alpha / beta) = 0.2373 / 0.2183 Eh
2S+1 = 3
⟨S²⟩ = 2.03
HOMO energy (alpha / beta) = -9.41 / -10.23 eV



[2]
Density functional theory data (ωB97M-V/def2-TZVPD) for 19 unconnected molecules or ions with the total composition C46H64Cl30O18 in a non-equilibrium geometry.

XYZ file:
```
158
Properties=species:S:1:pos:R:3:lowdin_charge:R:1
C -12.2571 -12.7958 24.0193 -1.505
Cl -10.5722 -12.9175 23.4313 0.501
Cl -12.6576 -14.1660 25.1472 0.485
Cl -13.4534 -12.5751 22.7724 0.562
H -12.2984 -11.9098 24.6529 0.010
C -8.5728 -10.7072 14.3914 -1.566
Cl -8.7458 -12.1882 13.5281 0.562
Cl -10.1481 -9.9960 14.8675 0.512
Cl -7.6445 -9.4994 13.4895 0.550
H -8.1725 -10.9016 15.3864 -0.033
C -9.9908 -17.9373 22.9194 -1.467
Cl -10.1595 -19.1706 21.6862 0.549
Cl -11.3384 -16.7450 22.7634 0.492
Cl -8.4034 -17.1970 22.7325 0.614
H -10.0298 -18.4037 23.9038 0.027
C -9.9646 -12.4006 17.5879 -1.547
Cl -10.2396 -12.6808 19.3222 0.515
Cl -11.3726 -12.8696 16.6492 0.537
Cl -8.5518 -13.2982 17.0955 0.538
H -9.7086 -11.3892 17.2723 -0.030
C -1.2959 -10.6534 21.4413 -1.377
Cl 0.2565 -11.4718 21.9358 0.502
Cl -1.0660 -9.6623 19.9707 0.613
Cl -1.9725 -9.6093 22.8231 0.506
H -2.0223 -11.4241 21.1832 -0.042
C -1.3791 -15.1451 22.1517 -1.461
Cl -2.1996 -16.6575 22.4569 0.571
Cl 0.1981 -15.1705 23.0276 0.532
Cl -2.4583 -13.8211 22.6589 0.589
H -1.1717 -15.0434 21.0865 0.016
C -8.6387 -9.2732 20.9269 -1.502
Cl -8.3704 -7.4631 21.0315 0.500
Cl -8.2180 -10.1228 22.4391 0.546
Cl -7.8502 -9.8927 19.5345 0.599
H -9.6980 -9.4948 20.7970 0.009
C -7.1388 -17.3312 15.8906 -1.540
Cl -6.7192 -16.7646 17.4383 0.581
Cl -5.6375 -18.0421 15.1861 0.490
Cl -7.5259 -15.9935 14.8402 0.535
H -7.9581 -18.0494 15.9231 0.016
C -10.8028 -17.2393 18.3333 -1.492
Cl -10.4758 -16.6269 16.7235 0.542
Cl -9.8000 -16.3433 19.5096 0.497
Cl -10.6453 -19.0004 18.3330 0.530
H -11.8444 -17.0102 18.5583 0.023
C -4.3604 -14.0671 14.9177 -1.444
Cl -4.2963 -14.3138 16.7041 0.545
Cl -3.5303 -15.4463 14.1839 0.507
Cl -3.5168 -12.5877 14.3996 0.598
H -5.3631 -14.1459 14.4975 -0.013
O -5.7554 -11.1838 16.5764 0.050
C -4.9288 -10.3300 16.7340 -0.452
O -4.5915 -9.4010 15.7658 0.001
C -3.4172 -8.7015 16.0897 -0.173
C -2.8267 -9.3274 17.2989 -0.197
C -3.9729 -10.1332 17.9122 -0.058
H -3.7398 -7.6727 16.2492 0.127
H -2.7019 -8.8027 15.2735 0.129
H -2.5113 -8.5971 18.0441 0.064
H -1.8855 -9.8618 17.1701 0.086
H -4.4808 -9.5324 18.6666 0.107
H -3.7207 -11.1076 18.3306 0.105
O -6.1094 -15.9186 28.3041 0.047
C -6.8221 -15.4267 27.3550 -0.352
O -6.2955 -15.2129 26.1114 0.001
C -7.2782 -14.8279 25.1810 -0.160
C -8.6463 -15.0855 25.9249 -0.164
C -8.3163 -15.1833 27.3586 -0.075
H -7.2006 -15.3590 24.2323 0.052
H -7.3098 -13.7470 25.0440 0.115
H -9.0236 -15.9829 25.4345 0.091
H -9.3755 -14.3183 25.6644 0.070
H -8.9350 -15.9933 27.7450 0.133
H -8.6175 -14.2741 27.8789 0.131
O -7.3164 -11.6455 27.7615 0.068
C -6.4323 -11.3314 26.9418 -0.482
O -5.4703 -12.1866 26.6436 0.020
C -4.5569 -11.6203 25.6436 -0.114
C -5.3638 -10.5309 24.9672 -0.151
C -6.3435 -10.1148 26.0675 -0.067
H -4.3657 -12.4626 24.9788 0.109
H -3.6252 -11.2517 26.0727 0.132
H -5.8562 -10.9067 24.0704 0.072
H -4.8233 -9.6309 24.6739 0.109
H -7.3479 -9.8073 25.7765 0.124
H -5.8756 -9.4136 26.7584 0.135
O -2.4209 -15.2523 29.4895 0.125
C -2.2182 -15.2235 28.3054 -0.511
O -1.0270 -15.5385 27.8340 0.057
C -0.9147 -15.0990 26.4639 -0.148
C -2.3110 -14.8104 25.9808 -0.201
C -3.1221 -14.8204 27.2048 -0.085
H -0.4269 -15.8067 25.7936 0.094
H -0.3778 -14.1505 26.4772 0.127
H -2.5498 -15.5502 25.2168 0.074
H -2.4277 -13.8390 25.5003 0.074
H -3.8705 -15.6091 27.1274 0.110
H -3.6335 -13.8785 27.4033 0.129
O -3.7081 -19.5793 21.6404 0.054
C -4.8205 -19.5647 21.0988 -0.417
O -5.4774 -20.6919 20.7554 0.050
C -6.7887 -20.4871 20.2589 -0.152
C -6.7809 -19.0319 19.9590 -0.236
C -5.6402 -18.3796 20.6448 -0.088
H -7.6376 -20.8202 20.8560 0.113
H -6.9305 -21.0610 19.3432 0.128
H -7.7438 -18.5392 20.0937 0.053
H -6.5991 -18.8788 18.8952 0.060
H -6.0908 -17.8165 21.4620 0.080
H -5.0696 -17.7417 19.9698 0.122
O -7.5986 -20.1106 24.3299 0.050
C -6.5081 -19.7716 24.8190 -0.478
O -6.2095 -18.4680 24.9505 -0.001
C -4.9162 -18.3120 25.5004 -0.143
C -4.2484 -19.6644 25.1900 -0.125
C -5.4144 -20.6285 25.3066 -0.073
H -5.0974 -18.1214 26.5582 0.128
H -4.3591 -17.4758 25.0780 0.114
H -3.5098 -20.0536 25.8908 0.120
H -3.7837 -19.5787 24.2077 0.100
H -5.6363 -20.8279 26.3549 0.143
H -5.4409 -21.5253 24.6876 0.139
O -1.8993 -12.9450 18.8966 0.027
C -0.9427 -12.7707 18.1042 -0.451
O 0.2873 -12.3893 18.4770 -0.002
C 1.1880 -12.3307 17.3877 -0.134
C 0.4072 -13.0162 16.2320 -0.122
C -1.0469 -12.8533 16.6091 -0.128
H 2.0927 -12.9028 17.5934 0.125
H 1.5007 -11.2967 17.2416 0.127
H 0.6810 -14.0703 16.1887 0.122
H 0.5914 -12.5309 15.2735 0.118
H -1.7453 -13.6461 16.3411 0.059
H -1.5523 -11.9543 16.2563 0.088
O -4.6348 -5.6521 18.1120 0.089
C -4.4032 -6.0607 19.2472 -0.451
O -4.6735 -7.3204 19.6781 -0.013
C -4.2544 -7.5197 21.0602 -0.151
C -3.2421 -6.4125 21.3029 -0.167
C -3.6429 -5.3183 20.3106 -0.073
H -3.7914 -8.4836 21.2712 0.056
H -5.1536 -7.4218 21.6684 0.114
H -2.2368 -6.7397 21.0374 0.098
H -3.2304 -6.0958 22.3458 0.118
H -2.7450 -4.8043 19.9675 0.129
H -4.3181 -4.6308 20.8201 0.130
O -4.7277 -11.2441 21.3196 0.057
C -5.3170 -12.3123 21.1947 -0.520
O -5.9417 -12.7541 22.2606 0.014
C -6.5261 -14.0120 21.9681 -0.168
C -6.7041 -14.0650 20.4305 -0.144
C -5.4980 -13.2526 20.0439 -0.081
H -7.5173 -14.1770 22.3906 0.101
H -5.8788 -14.8505 22.2250 0.123
H -7.6655 -13.6556 20.1204 0.069
H -6.6009 -15.1109 20.1413 0.096
H -5.7111 -12.6889 19.1357 0.110
H -4.6322 -13.9130 19.9951 0.129
```

Summary:
calculated total energy = -16951.28631 Eh
HOMO-LUMO gap = 0.3514 Eh
HOMO energy = -9.51 eV



Which of these has the highest calculated total energy? C46H62NO2TeTi



calculated total energy of number 1 (C46H62NO2TeTi)? -3112.69456 Eh



Number 2 is which compound? C46H64Cl30O18